1.
{"formula": "C5H13N2", "method": "wB97M-V/def2-TZVPD", "symbols": ["C", "N", "C", "C", "C", "C", "N", "H", "H", "H", "H", "H", "H", "H", "H", "H", "H", "H", "H", "H"], "coordinates": [[-2.35520, -2.14521, -0.23356], [-1.91952, -1.00029, -1.01346], [-0.73439, -0.40626, -0.70004], [-0.45115, 0.90943, -0.47866], [0.97246, 1.42050, -0.62033], [2.12981, 0.77042, 0.18385], [1.67609, 0.60375, 1.64757], [-3.03634, -2.85027, -0.72597], [-1.46664, -2.68922, -0.01437], [-2.98001, -1.84218, 0.72409], [-2.66386, -0.33840, -1.27647], [0.16698, -1.15418, -0.50473], [-1.28038, 1.59946, -0.62908], [1.05102, 2.38890, -0.22555], [1.21486, 1.37782, -1.63533], [2.35904, -0.17598, -0.30308], [2.98588, 1.43508, 0.19769], [0.77054, 1.15786, 1.49287], [2.11731, 1.26642, 2.23109], [1.44350, -0.32766, 1.88347]], "mulliken_charge": [-0.81, -0.22, 0.32, -0.68, -0.86, -0.61, -0.24, 0.28, 0.33, 0.25, 0.26, 0.10, 0.27, 0.50, 0.40, 0.33, 0.37, 0.34, 0.36, 0.32], "lumo_ev": -3.4, "gap_ev": 8.45, "total_charge": 1, "e_homo_ev": -11.9}



2.
{"formula": "C5H13N2", "method": "wB97M-V/def2-TZVPD", "symbols": ["C", "C", "C", "N", "C", "C", "N", "H", "H", "H", "H", "H", "H", "H", "H", "H", "H", "H", "H", "H"], "coordinates": [[0.11797, 1.50350, 1.20309], [0.42440, 0.28007, 0.43165], [1.64134, -0.47404, 0.88876], [0.24019, 0.65040, -1.34114], [-0.68610, -0.26040, -0.39595], [-0.67161, -1.73783, -0.89346], [-2.07261, 0.19297, -0.23520], [0.86898, 2.41718, 1.29910], [-0.03991, 1.09432, 2.17385], [-0.72772, 1.90293, 0.81356], [2.50202, 0.21850, 0.97953], [1.97033, -1.27920, 0.31268], [1.47326, -0.72716, 1.88309], [0.19426, 1.64443, -1.31987], [0.69455, 0.24213, -2.07026], [-1.57229, -2.02595, -1.25847], [-0.57304, -2.21107, 0.10497], [0.12559, -1.99019, -1.56844], [-2.73738, -0.43670, -0.52655], [-2.29107, 1.11452, -0.52389]], "mulliken_charge": [-1.33, 0.89, -1.62, -0.42, 0.95, -1.50, -0.49, 0.33, 0.42, 0.44, 0.42, 0.39, 0.45, 0.27, 0.19, 0.50, 0.36, 0.35, 0.21, 0.19], "lumo_ev": -3.2, "gap_ev": 11.15, "total_charge": 1, "e_homo_ev": -14.3}



3.
{"formula": "C5H13N2", "method": "wB97M-V/def2-TZVPD", "symbols": ["C", "C", "N", "C", "C", "C", "N", "H", "H", "H", "H", "H", "H", "H", "H", "H", "H", "H", "H", "H"], "coordinates": [[1.35115, -1.33712, -0.64415], [0.10414, -1.11147, -0.17393], [-0.96157, -1.86932, -0.70470], [-0.39224, -0.34003, 1.00572], [-0.26023, 1.21670, 0.65020], [1.16363, 1.73347, 0.73529], [-0.80887, 1.32734, -0.75286], [2.17548, -0.80982, -0.16955], [1.52193, -1.90645, -1.53021], [-1.67033, -2.20258, -0.06501], [-0.76956, -2.71245, -1.23698], [-1.42466, -0.58755, 1.27250], [0.09039, -0.46642, 1.99282], [-0.87953, 1.84300, 1.31118], [1.85934, 0.91090, 0.66806], [1.40988, 2.47154, -0.03320], [1.30611, 2.13856, 1.74029], [-0.87515, 2.32487, -0.97937], [-1.76264, 0.97074, -0.70396], [-0.21477, 0.85362, -1.45420]], "mulliken_charge": [-0.89, 0.82, -0.53, -1.13, -0.06, -1.14, -0.26, 0.26, 0.30, 0.22, 0.24, 0.40, 0.35, 0.45, 0.20, 0.35, 0.35, 0.37, 0.35, 0.36], "lumo_ev": -3.3, "gap_ev": 9.09, "total_charge": 1, "e_homo_ev": -12.4}



4.
{"formula": "C5H13N2", "method": "wB97M-V/def2-TZVPD", "symbols": ["C", "C", "N", "H", "H", "H", "H", "H", "H", "C", "C", "C", "N", "H", "H", "H", "H", "H", "H", "H"], "coordinates": [[-0.34716, -2.24603, 0.48599], [-0.29812, -2.68256, 1.73775], [0.85414, -1.99549, -0.27553], [-1.25336, -1.95716, -0.02529], [-1.17889, -3.04722, 2.24228], [0.66777, -2.75948, 2.22479], [1.62561, -2.51395, 0.14146], [0.76792, -2.36092, -1.22369], [1.27017, -0.61474, -0.32129], [-1.62076, 2.74330, -0.43116], [-0.49986, 1.89255, -0.87570], [0.38802, 1.38435, -0.02878], [1.50437, 0.56735, -0.47749], [-1.57517, 3.03374, 0.61877], [-1.77412, 3.66405, -0.99605], [-2.58207, 2.22244, -0.51820], [-0.36562, 1.66015, -1.92950], [0.35374, 1.53837, 1.04044], [2.35768, 0.70965, 0.06349], [1.70572, 0.76159, -1.45229]], "mulliken_charge": [0.02, -0.74, -0.67, 0.35, 0.27, 0.22, 0.30, 0.30, 0.43, -1.21, -0.03, -0.18, -0.35, 0.32, 0.34, 0.29, 0.29, 0.31, 0.38, 0.35], "lumo_ev": -3.0, "gap_ev": 10.14, "total_charge": 1, "e_homo_ev": -13.1}



5.
{"formula": "C5H13N2", "method": "wB97M-V/def2-TZVPD", "symbols": ["C", "C", "N", "C", "C", "C", "N", "H", "H", "H", "H", "H", "H", "H", "H", "H", "H", "H", "H", "H"], "coordinates": [[-2.72549, -1.00578, -0.17941], [-1.51502, -0.61769, -0.49234], [-0.74649, 0.49941, 0.01885], [-1.35714, 1.63732, 0.68228], [0.61637, 0.49349, -0.51583], [1.51910, -0.33574, 0.46698], [2.80204, -0.77000, -0.13924], [-3.22275, -1.82407, -0.56854], [-3.24294, -0.65457, 0.61133], [-0.92766, -1.05266, -1.25565], [-2.36822, 1.72319, 0.16668], [-1.62707, 1.51446, 1.69697], [-0.72659, 2.45239, 0.50534], [0.84088, 1.55534, -0.80739], [0.59494, 0.08470, -1.60403], [1.04984, -1.35002, 0.81709], [1.74600, 0.17023, 1.37680], [2.64477, -0.69780, -1.10134], [3.06868, -1.71118, 0.10732], [3.57674, -0.11105, 0.21411]], "mulliken_charge": [-1.04, 0.04, 0.08, -0.97, -1.00, -0.42, -0.22, 0.30, 0.37, 0.30, 0.33, 0.29, 0.40, 0.47, 0.37, 0.33, 0.31, 0.32, 0.35, 0.40], "lumo_ev": -3.9, "gap_ev": 7.48, "total_charge": 1, "e_homo_ev": -11.4}



6.
{"formula": "C5H13N2", "method": "wB97M-V/def2-TZVPD", "symbols": ["C", "C", "N", "C", "C", "C", "N", "H", "H", "H", "H", "H", "H", "H", "H", "H", "H", "H", "H", "H"], "coordinates": [[-1.41494, 0.93413, 1.39649], [-0.82650, -0.46096, 1.25940], [-1.78978, -1.49588, 1.69990], [-0.50585, -0.80242, -0.25779], [0.36684, 0.21814, -0.89136], [1.56674, -0.06581, -1.39849], [2.40025, 0.94773, -2.12924], [-2.35283, 1.05767, 0.80893], [-1.69068, 1.16670, 2.43420], [-0.77126, 1.69799, 1.08684], [0.14884, -0.61994, 1.75379], [-1.34535, -2.42390, 1.80737], [-2.19442, -1.29755, 2.64908], [0.01264, -1.79456, -0.29073], [-1.45516, -0.78082, -0.71509], [0.07235, 1.29026, -1.10648], [1.96455, -1.04219, -1.40247], [2.18083, 0.88142, -3.05099], [2.16557, 1.84898, -1.70662], [3.46817, 0.74101, -1.94677]], "mulliken_charge": [-1.35, 0.40, -0.68, -0.96, -0.11, -0.33, -0.27, 0.35, 0.36, 0.39, 0.24, 0.25, 0.25, 0.34, 0.40, 0.25, 0.38, 0.32, 0.38, 0.41], "lumo_ev": -3.8, "gap_ev": 8.47, "total_charge": 1, "e_homo_ev": -12.3}



7.
{"formula": "C5H13N2", "method": "wB97M-V/def2-TZVPD", "symbols": ["C", "C", "C", "C", "C", "N", "N", "H", "H", "H", "H", "H", "H", "H", "H", "H", "H", "H", "H", "H"], "coordinates": [[1.84636, 1.23109, -0.86948], [1.02082, 1.18108, 0.45244], [-0.47514, 1.02036, 0.52535], [-1.03374, -0.33711, -0.13221], [-0.54478, -1.70177, 0.50755], [0.82118, -1.70383, 0.23258], [-2.36555, -0.11690, -0.62332], [1.65166, 2.11538, -1.46187], [1.61359, 0.36915, -1.51253], [2.91842, 1.12162, -0.54510], [1.43197, 0.43123, 1.13452], [1.04657, -2.53535, -0.32903], [-0.97832, 1.78911, -0.08118], [-0.84716, 1.06033, 1.55617], [-1.16528, -2.51842, 0.07158], [1.37238, 2.08204, 0.96741], [-0.81121, -1.92014, 1.55216], [-2.81984, -0.97973, -0.93587], [-2.21155, -0.26808, 0.58263], [-0.47041, -0.32006, -1.09180]], "mulliken_charge": [-1.09, -0.68, -0.50, -0.24, -0.55, -0.05, -0.52, 0.35, 0.30, 0.31, 0.34, 0.33, 0.34, 0.41, 0.41, 0.41, 0.38, 0.31, 0.46, 0.28], "lumo_ev": -9.2, "gap_ev": 5.66, "total_charge": 1, "e_homo_ev": -14.8}



8.
{"formula": "C5H13N2", "method": "wB97M-V/def2-TZVPD", "symbols": ["N", "C", "C", "N", "C", "C", "C", "H", "H", "H", "H", "H", "H", "H", "H", "H", "H", "H", "H", "H"], "coordinates": [[-1.60867, -0.14080, -2.18241], [-0.83049, -0.96745, -1.26918], [0.06128, 0.10145, -0.50443], [-0.61141, 1.44996, -0.37343], [0.24736, -0.28612, 1.16762], [1.54374, -0.94839, 1.58718], [1.22750, 0.57920, 1.97599], [-2.38110, -0.69650, -2.49334], [-1.09177, 0.22797, -2.99181], [-1.48803, -1.64028, -0.74857], [-0.02880, -1.63632, -1.63593], [0.91886, 0.21550, -1.06155], [-0.07351, 2.30284, -0.69176], [-0.70707, 1.53930, 0.65011], [-1.47708, 1.23703, -0.99188], [-0.68268, -0.51266, 1.65387], [2.41398, -1.08661, 0.94686], [1.53169, -1.54240, 2.52261], [1.26106, 0.50567, 3.02301], [1.77516, 1.29862, 1.41704]], "mulliken_charge": [-0.63, -0.58, -0.27, -0.25, -0.44, -0.61, -0.58, 0.24, 0.22, 0.42, 0.32, 0.45, 0.33, 0.39, 0.44, 0.41, 0.26, 0.29, 0.34, 0.26], "lumo_ev": -3.1, "gap_ev": 10.63, "total_charge": 1, "e_homo_ev": -13.8}



9.
{"formula": "C5H13N2", "method": "wB97M-V/def2-TZVPD", "symbols": ["C", "C", "C", "C", "N", "C", "N", "H", "H", "H", "H", "H", "H", "H", "H", "H", "H", "H", "H", "H"], "coordinates": [[2.54011, 0.23270, 1.62156], [1.07931, -0.02572, 1.20583], [0.85951, -0.26125, -0.32031], [-0.56863, -0.16760, -0.65932], [-0.98114, 1.11872, -1.30493], [-1.51407, -1.11795, -0.46610], [-2.79689, -0.89596, -0.92234], [3.16420, -0.65858, 1.82871], [2.48112, 0.80831, 2.56457], [3.00276, 0.88012, 0.84867], [0.65325, -0.78463, 1.87805], [0.56241, 0.92261, 1.36908], [1.38688, -1.18702, -0.55680], [1.42447, 0.53402, -0.80729], [-1.53672, 0.96668, -2.14042], [-1.68672, 1.67526, -0.75452], [-0.08434, 1.59431, -1.46127], [-1.39531, -1.99411, 0.13551], [-3.41826, -1.67601, -1.09090], [-3.17195, 0.03610, -0.96777]], "mulliken_charge": [-1.16, -0.19, -0.97, 0.20, -0.30, -0.23, -0.43, 0.32, 0.33, 0.32, 0.31, 0.28, 0.33, 0.31, 0.33, 0.37, 0.36, 0.44, 0.22, 0.16], "lumo_ev": -3.7, "gap_ev": 9.10, "total_charge": 1, "e_homo_ev": -12.8}



10.
{"formula": "C5H13N2", "method": "wB97M-V/def2-TZVPD", "symbols": ["C", "C", "C", "C", "C", "N", "N", "H", "H", "H", "H", "H", "H", "H", "H", "H", "H", "H", "H", "H"], "coordinates": [[1.36644, 0.35000, -1.84711], [1.09398, -0.60006, -0.76329], [1.09702, 0.17845, 0.49225], [-0.25695, 0.89008, 0.59480], [-1.95282, -0.87836, 0.99549], [-0.87240, -1.51536, 1.57656], [-0.46904, 1.79133, -0.60886], [1.04374, 0.10710, -2.87717], [0.79481, 1.28808, -1.59207], [2.42644, 0.69629, -1.73851], [1.74319, -1.51556, -0.66415], [0.04850, -0.98269, -0.76746], [0.98091, -0.32178, 1.39950], [1.93439, 0.85013, 0.54548], [-2.43426, -0.20015, 1.69036], [-2.52420, -1.30252, 0.14639], [-0.68466, 1.35309, 1.51881], [-1.00985, -2.45744, 1.91566], [-1.08624, -0.09278, 0.31631], [-1.23899, 2.36215, -0.33300]], "mulliken_charge": [-1.04, -0.05, -0.98, -0.30, -0.24, -0.10, -0.17, 0.39, 0.49, 0.38, 0.33, 0.29, 0.45, 0.51, 0.38, 0.32, 0.63, 0.31, 0.08, 0.32], "multiplicity": 2, "s_squared": 0.794, "lumo_ev": [-14.1, -14.4], "gap_ev": [5.28, 4.89], "total_charge": 2, "e_homo_ev": [-19.4, -19.3]}



no.,calculated total energy (Ha)
1,-307.50303
2,-307.50428
3,-307.55108
4,-307.53858
5,-307.48214
6,-307.52396
7,-307.25811
8,-307.49612
9,-307.53626
10,-306.70882